Record 1
Here is C17H40F6NNiO19S7 as an isolated structure in a non-equilibrium geometry from OMol25. Energies are from the ωB97M-V functional and the def2-TZVPD basis.

Each line ends with the Löwdin spin population.
Element x y z (Å)
Ni  -14.110  -20.331  24.457  0.997
C  -11.683  -23.735  27.816  0.007
F  -11.590  -22.546  28.246  0.008
F  -10.747  -24.587  28.267  0.005
F  -12.878  -24.231  28.050  0.004
S  -11.411  -23.656  25.827  0.023
O  -10.257  -24.370  25.367  0.049
O  -12.680  -24.167  25.309  0.017
N  -11.406  -21.932  25.475  0.741
S  -9.908  -21.432  25.983  0.050
O  -9.992  -20.068  26.476  0.027
O  -9.124  -22.302  26.846  -0.006
C  -8.890  -21.433  24.301  0.041
F  -9.311  -22.395  23.455  0.005
F  -8.985  -20.248  23.707  0.012
F  -7.592  -21.595  24.629  0.020
O  -18.283  -16.189  24.274  0.000
S  -18.557  -17.581  24.350  0.000
O  -17.492  -18.559  24.005  0.000
O  -18.983  -17.957  25.874  0.000
C  -19.820  -17.111  26.592  0.000
C  -20.243  -17.871  27.822  0.000
C  -20.105  -18.073  23.448  0.000
H  -20.652  -16.625  26.083  0.000
H  -19.258  -16.273  27.003  0.000
H  -20.867  -17.171  28.378  0.000
H  -19.467  -18.258  28.483  0.000
H  -20.944  -18.595  27.407  0.000
H  -19.929  -17.659  22.455  0.000
H  -21.057  -17.721  23.845  0.000
H  -20.053  -19.162  23.417  0.000
O  -12.615  -14.883  21.560  0.000
S  -12.009  -15.397  22.823  0.000
O  -12.330  -16.781  23.340  0.000
O  -10.302  -15.375  22.519  0.000
C  -9.796  -14.314  21.744  0.000
C  -8.275  -14.437  21.527  0.000
C  -12.029  -14.207  24.236  0.000
H  -9.896  -13.309  22.155  0.000
H  -10.241  -14.436  20.757  0.000
H  -7.966  -13.806  20.694  0.000
H  -8.074  -15.466  21.229  0.000
H  -7.701  -14.283  22.441  0.000
H  -13.033  -13.862  24.483  0.000
H  -11.336  -13.428  23.918  0.000
H  -11.617  -14.811  25.045  0.000
O  -15.452  -17.630  30.190  0.000
S  -14.469  -17.194  29.198  0.000
O  -14.490  -17.859  27.894  0.000
O  -14.785  -15.601  28.956  0.000
C  -14.928  -14.723  30.026  0.000
C  -15.474  -13.377  29.532  0.000
C  -12.859  -17.118  29.975  0.000
H  -13.968  -14.544  30.511  0.000
H  -15.702  -15.006  30.739  0.000
H  -15.564  -12.679  30.364  0.000
H  -16.468  -13.438  29.089  0.000
H  -14.822  -12.988  28.750  0.000
H  -12.197  -16.458  29.414  0.000
H  -12.607  -18.178  29.959  0.000
H  -12.879  -16.655  30.962  0.000
O  -14.685  -22.647  21.044  0.000
S  -15.244  -23.675  20.195  0.000
O  -16.602  -24.190  20.422  0.000
O  -15.202  -23.061  18.656  0.000
C  -15.952  -23.741  17.687  0.000
C  -15.581  -23.327  16.284  0.000
C  -13.997  -25.049  19.914  0.000
H  -17.000  -23.631  17.966  0.000
H  -15.886  -24.828  17.747  0.000
H  -14.499  -23.440  16.209  0.000
H  -16.021  -22.347  16.097  0.000
H  -15.942  -24.083  15.587  0.000
H  -14.083  -25.489  18.920  0.000
H  -14.209  -25.806  20.669  0.000
H  -13.060  -24.552  20.166  0.000
O  -19.708  -23.332  26.729  0.000
S  -18.245  -23.546  26.941  0.000
O  -17.202  -22.744  26.262  0.000
O  -17.872  -23.516  28.592  0.000
C  -18.734  -24.051  29.446  0.000
C  -18.095  -23.703  30.727  0.000
C  -17.872  -25.374  26.788  0.000
H  -18.853  -25.118  29.257  0.000
H  -19.712  -23.569  29.463  0.000
H  -17.664  -22.703  30.696  0.000
H  -17.296  -24.398  30.985  0.000
H  -18.782  -23.657  31.572  0.000
H  -17.424  -25.682  25.844  0.000
H  -18.769  -25.965  26.974  0.000
H  -17.166  -25.497  27.610  0.000

- 2S+1: 3
- Electronic energy: -191844.798 eV
- Net charge: +1
- LUMO level (alpha / beta): -5.3 / -8.0 eV

***

Record 2
Here is a 3-piece molecular cluster, C17H40N3O8P overall in a non-equilibrium geometry from OMol25. Energies are from the ωB97M-V functional and the def2-TZVPD basis.

Each line ends with the Mulliken charge.
Element x y z (Å)
C  5.324  1.501  5.857  -0.240
C  4.587  1.846  4.809  -0.294
C  3.527  2.265  3.642  -0.110
O  2.199  2.073  4.191  -0.294
C  1.223  1.747  3.155  -0.080
C  -0.078  1.144  3.964  0.195
N  -0.633  -0.110  3.328  -0.534
P  -1.449  2.423  4.240  0.893
O  -1.371  2.997  5.699  -0.762
O  -1.387  3.779  3.195  -0.557
O  -2.997  1.673  4.115  -0.554
H  5.641  1.004  6.857  0.327
H  3.724  3.398  3.433  0.269
H  3.752  1.665  2.688  0.165
H  0.924  2.691  2.539  0.260
H  1.676  0.994  2.409  -0.144
H  0.321  0.817  5.009  0.346
H  -0.964  -0.674  4.147  0.269
H  0.116  -0.695  2.913  0.127
H  -0.723  4.430  3.562  0.374
H  -3.194  1.307  5.024  0.356
C  -0.735  -4.103  -1.473  -0.459
O  0.600  -4.569  -1.620  -0.364
C  1.227  -4.147  -2.834  -0.703
C  2.300  -3.088  -2.556  -0.329
N  1.701  -1.815  -2.149  0.239
C  2.656  -0.856  -1.588  -0.693
C  3.422  -1.265  -0.317  -0.623
O  2.605  -1.368  0.847  -0.346
C  1.905  -2.594  0.973  -0.465
H  -1.195  -4.651  -0.646  0.288
H  -0.753  -3.043  -1.224  -0.064
H  -1.323  -4.283  -2.378  0.354
H  0.501  -3.801  -3.578  0.299
H  1.723  -5.032  -3.246  0.431
H  2.896  -2.930  -3.461  0.384
H  2.958  -3.487  -1.779  0.235
H  0.989  -1.992  -1.447  -0.454
H  2.084  0.049  -1.355  0.231
H  3.375  -0.581  -2.367  0.475
H  4.137  -0.468  -0.106  0.388
H  4.021  -2.171  -0.455  0.391
H  2.464  -3.443  0.571  0.353
H  0.929  -2.514  0.490  0.043
H  1.722  -2.775  2.035  0.335
C  -3.183  2.633  -4.603  -0.707
O  -2.271  2.958  -3.565  -0.327
C  -2.910  3.354  -2.348  -0.879
C  -2.762  2.272  -1.273  0.012
N  -3.571  1.091  -1.585  -0.334
C  -3.253  -0.083  -0.767  -1.371
C  -1.823  -0.646  -0.843  0.182
O  -1.493  -1.244  -2.096  -0.372
C  -1.095  -0.326  -3.103  -0.702
H  -2.620  2.563  -5.537  0.233
H  -3.654  1.664  -4.422  0.293
H  -3.950  3.405  -4.718  0.337
H  -3.958  3.632  -2.501  0.407
H  -2.381  4.249  -2.002  0.382
H  -3.078  2.677  -0.307  0.415
H  -1.699  2.021  -1.207  0.064
H  -3.430  0.841  -2.559  0.098
H  -3.942  -0.874  -1.084  0.421
H  -3.495  0.144  0.277  0.444
H  -1.760  -1.452  -0.109  0.385
H  -1.063  0.084  -0.548  0.189
H  -0.552  0.532  -2.697  0.292
H  -1.966  0.004  -3.672  0.234
H  -0.437  -0.849  -3.801  0.344

- Electronic energy: -48410.453 eV
- SMILES string: C#CCOC[C@H](N)P(=O)(O)O.COCCNCCOC.COCCNCCOC
- LUMO level: 0.3 eV

***

Record 3
Here is a 2-piece molecular cluster, C17H40N4O5Si overall from OMol25. Energies are from the ωB97M-V functional and the def2-TZVPD basis.

Each line ends with the Mulliken charge.
Element x y z (Å)
C  2.019  -1.272  -1.967  -1.181
C  0.561  -1.614  -1.703  -0.306
O  -0.052  -0.769  -0.742  -0.130
Si  0.200  -0.942  0.888  -0.015
C  1.969  -0.598  1.471  -0.512
C  2.741  0.597  0.891  -0.873
O  1.946  1.372  -0.012  -0.461
C  -0.170  -2.737  1.341  -1.001
C  -1.396  -3.356  0.645  -0.634
C  -2.739  -2.757  1.073  0.848
C  -3.949  -3.578  0.596  -1.211
C  -4.921  -2.784  -0.282  -0.108
N  -5.703  -3.670  -1.143  -0.709
C  -0.994  0.162  1.822  -0.847
C  -0.876  1.683  1.622  -0.655
C  -1.553  2.208  0.335  -0.571
C  -2.586  1.271  -0.283  -0.183
N  -3.398  1.980  -1.293  -0.462
C  -4.359  1.089  -1.868  0.313
N  -4.159  0.456  -2.944  -0.633
N  -5.570  0.891  -1.162  -0.557
H  2.144  -0.198  -2.127  0.158
H  2.346  -1.793  -2.872  0.481
H  2.675  -1.596  -1.154  0.218
H  0.485  -2.665  -1.398  0.239
H  -0.011  -1.509  -2.630  0.367
H  2.529  -1.521  1.272  0.319
H  1.939  -0.512  2.564  0.509
H  3.071  1.252  1.706  0.286
H  3.651  0.253  0.389  0.513
H  2.445  1.544  -0.820  0.257
H  0.721  -3.353  1.165  0.294
H  -0.326  -2.746  2.430  0.560
H  -1.317  -3.237  -0.442  0.123
H  -1.424  -4.437  0.830  0.549
H  -2.824  -1.756  0.637  -0.952
H  -2.750  -2.630  2.161  0.574
H  -4.499  -3.957  1.462  0.159
H  -3.613  -4.453  0.025  0.450
H  -4.350  -2.033  -0.855  0.111
H  -5.631  -2.240  0.352  0.381
H  -6.493  -3.177  -1.539  0.267
H  -5.134  -3.978  -1.923  0.237
H  -0.808  -0.086  2.877  0.617
H  -2.010  -0.171  1.623  0.484
H  -1.276  2.208  2.496  0.443
H  0.176  1.956  1.565  0.031
H  -0.789  2.418  -0.419  0.180
H  -2.046  3.167  0.539  0.511
H  -2.084  0.453  -0.804  -0.031
H  -3.229  0.834  0.498  0.368
H  -3.883  2.734  -0.814  0.329
H  -3.238  0.705  -3.297  0.334
H  -5.634  -0.035  -0.760  0.229
H  -5.709  1.577  -0.433  0.281
C  4.616  4.101  0.918  -0.462
O  5.937  3.603  1.149  -0.316
C  6.656  3.433  0.041  0.815
O  6.278  3.639  -1.082  -0.547
O  7.864  2.995  0.389  -0.328
C  8.749  2.772  -0.715  -0.629
H  4.148  4.162  1.896  0.214
H  4.647  5.088  0.460  0.351
H  4.054  3.420  0.282  0.112
H  8.914  3.696  -1.265  0.294
H  8.341  2.019  -1.386  0.294
H  9.678  2.423  -0.275  0.216

- Electronic energy: -42354.522 eV
- SMILES string: [H]/N=C(/N)NCCCC[Si@@](CCO)(CCCCCN)OCC.COC(=O)OC
- LUMO level: 0.5 eV

***

Per-record relative energy (zero: lowest compared OMol25 entry of this formula, charge and spin), kcal per mole: 189.16; 40.70; 0.00